Here is a single C3H3NO2 molecule from the Open Molecules 2025 dataset. Energies are from ωB97M-V/def2-TZVPD.

Values from the calculation:
- SMILES: COC(=O)C#N
- HOMO-LUMO gap: 11.798 eV
- ΔE to the lowest compared entry with this formula, charge and spin: 36.0 kcal per mole
- LUMO: 0.05 eV
- Highest occupied orbital energy: -11.747 eV

Element x y z (Å)
1 C 1.578 -0.265 0.124
2 O -0.496 0.749 -0.470
3 C 0.827 0.865 -0.472
4 C -1.212 -0.308 0.180
5 H -1.809 -0.808 -0.585
6 N 2.141 -1.169 0.571
7 H -1.867 0.158 0.921
8 O 1.391 1.814 -0.936
9 H -0.553 -1.035 0.666

Here is a molecular structure, C21H15BrF8N2O6S2SiTc from the Open Molecules 2025 dataset. Energies are from ωB97M-V/def2-TZVPD.

Values from the calculation:
- <S²>: 3.786
- HOMO-LUMO gap (alpha / beta): 8.552 / 7.701 eV
- ΔE to the lowest compared entry with this formula, charge and spin: 0.0 kcal per mole
- LUMO (alpha / beta): -0.92 / -1.73 eV
- 2S+1: 4
- Highest occupied orbital energy (alpha / beta): -9.475 / -9.433 eV

Element x y z (Å)
1 C -3.734 0.194 2.508
2 C -0.893 -1.325 -2.591
3 C 0.207 3.369 -0.969
4 C 2.936 -1.057 -1.170
5 C 4.841 -1.381 -2.533
6 F -0.002 -2.329 2.379
7 O 1.778 1.529 2.245
8 H -0.667 4.011 -0.828
9 H -4.133 -0.019 3.491
10 C -2.669 0.753 -0.011
11 H -3.550 2.705 0.249
12 C 0.782 -2.116 3.437
13 C -3.936 1.442 1.932
14 H -4.503 2.197 2.460
15 C -3.013 -0.778 1.835
16 H -0.294 -3.228 -3.363
17 H 3.469 0.262 -2.785
18 O -0.913 -1.087 5.125
19 F 1.741 2.822 4.723
20 F 0.210 4.022 3.785
21 N 4.359 -2.931 -0.778
22 S 0.441 1.614 2.781
23 C 1.735 -0.308 -0.777
24 C 0.522 2.807 4.229
25 C -1.994 -0.872 -5.099
26 C -2.088 0.100 -4.111
27 S 0.215 -0.626 4.385
28 C 5.120 -2.521 -1.788
29 H -0.436 -1.519 -1.628
30 O -0.453 2.316 1.800
31 H -1.277 -2.829 -5.598
32 F -0.348 2.447 5.160
33 H 5.991 -3.123 -2.018
34 C -0.801 -2.296 -3.574
35 C 3.288 -2.207 -0.473
36 H 2.682 -2.546 0.358
37 Si -1.759 1.207 -1.564
38 C -1.353 -2.070 -4.830
39 O 1.054 -0.571 0.239
40 Tc 0.203 1.487 -0.074
41 O 1.332 0.684 -1.517
42 Br 5.983 -0.881 -3.948
43 H -1.922 -1.274 0.067
44 H -2.247 2.454 -2.180
45 N -0.282 0.322 3.187
46 F 1.261 3.924 -0.271
47 C -1.544 -0.112 -2.843
48 F 2.034 -1.963 3.020
49 H -2.419 -0.690 -6.077
50 O 1.368 -0.095 5.049
51 C -3.402 1.725 0.687
52 H -2.844 -1.742 2.296
53 C 3.728 -0.628 -2.228
54 F 0.547 3.375 -2.284
55 C -2.481 -0.503 0.584
56 H -2.587 1.035 -4.335
57 F 0.717 -3.178 4.232

Here is 12 unconnected molecules or ions with the total composition C44H88F4O22 in a non-equilibrium geometry from the Open Molecules 2025 dataset. Energies are from ωB97M-V/def2-TZVPD.

Values from the calculation:
- SMILES: O=C1OC[C@@H](F)O1.O=C1OC[C@@H](F)O1.O=C1OC[C@@H](F)O1.O=C1OC[C@@H](F)O1.CCOC(C)=O.CCOC(C)=O.CCOCC.CCOCC.CCOCC.CCOCC.CCOCC.CCOCC
- HOMO-LUMO gap: 9.906 eV
- LUMO: 0.36 eV
- Highest occupied orbital energy: -9.543 eV

Element x y z (Å)
1 C 4.025 -4.792 -0.822
2 O -6.017 0.915 -0.485
3 O 1.791 -7.067 0.509
4 O 4.711 1.067 -4.698
5 H -3.827 2.465 -4.317
6 H -2.176 -2.568 6.244
7 H -1.389 1.753 4.997
8 H 0.470 -4.637 2.147
9 H -0.773 -0.130 -2.368
10 H 2.899 0.717 5.745
11 C 3.929 0.942 -5.603
12 C 3.603 -1.236 -1.277
13 H -0.086 5.924 3.855
14 H -2.165 -3.644 -3.296
15 C 1.845 -6.307 1.687
16 O -0.573 4.096 3.071
17 H -2.470 0.277 -0.555
18 H -2.884 -2.141 3.979
19 H 2.658 0.840 -3.401
20 H 2.740 -4.038 -4.978
21 H 1.153 2.372 1.840
22 H 1.440 1.458 3.350
23 H -1.173 1.424 -0.027
24 O -4.269 1.642 0.728
25 H 1.074 1.128 -4.104
26 O -0.583 -1.533 -4.520
27 H 5.072 -4.864 -1.110
28 C 0.735 2.102 2.811
29 C -3.624 -1.102 -2.493
30 H 5.358 -0.148 -1.860
31 C 4.618 -0.144 -1.054
32 F 3.280 -2.226 -5.617
33 C 0.911 -0.942 5.777
34 H 3.244 3.268 -4.272
35 H 1.952 -3.038 -7.507
36 C -1.790 -4.156 -2.408
37 C -2.868 -4.528 -1.427
38 H -0.588 -1.140 4.200
39 H 3.082 -1.063 -2.229
40 C -1.430 0.398 -0.283
41 H -4.705 -2.425 2.050
42 H -3.918 0.682 3.584
43 H 4.638 1.573 -7.495
44 O -2.891 -0.389 5.050
45 H -0.123 1.438 2.691
46 H -3.160 -0.637 -4.566
47 H 5.128 -0.095 -7.036
48 H -3.393 -1.617 1.138
49 H 3.490 0.242 -7.590
50 H -3.052 2.142 5.450
51 C -3.596 -0.171 -3.674
52 H -4.167 3.252 2.020
53 H -1.232 4.895 0.572
54 C 2.280 -3.132 -5.359
55 C -0.482 4.542 -0.132
56 C 0.444 -1.415 4.428
57 H 3.460 3.153 -0.707
58 H 1.486 3.483 -4.381
59 C 1.022 -5.075 1.324
60 O 4.260 -2.485 -1.255
61 H -3.767 -4.908 -1.911
62 H 3.160 3.919 0.840
63 C 4.572 -0.640 5.871
64 C 2.283 2.895 -3.923
65 H 3.963 -4.769 0.270
66 C -2.205 5.797 3.356
67 O -4.722 -4.491 0.518
68 H -2.095 6.161 2.334
69 H 4.668 -0.459 6.939
70 C -4.273 3.796 -0.071
71 O -2.826 0.966 -3.315
72 C 0.924 4.935 0.206
73 H 2.382 -3.397 -1.210
74 C 2.124 1.409 -4.163
75 H 0.396 -2.511 4.370
76 O 2.598 1.004 -5.455
77 H 4.793 -1.687 5.656
78 C 0.510 3.353 3.619
79 H -2.515 6.654 3.959
80 H -1.053 4.897 4.923
81 H -2.406 2.676 3.909
82 O 0.109 -5.628 0.375
83 F 0.544 0.999 -1.401
84 O -3.177 -3.358 -0.647
85 C -1.751 2.975 -3.970
86 H 0.294 3.133 4.674
87 H -2.649 1.528 -5.285
88 O 0.320 -2.435 -6.368
89 H 2.834 -1.208 -0.491
90 O -5.398 3.092 -0.519
91 H -2.514 -5.297 -0.743
92 C 3.174 -0.298 5.418
93 H -4.633 0.098 -3.920
94 H 5.320 -0.075 5.310
95 H 3.502 -5.720 -1.072
96 O -1.041 -0.377 0.866
97 C 4.001 5.214 -0.705
98 C -0.412 -0.015 -1.352
99 H -0.531 3.446 -0.114
100 H -4.503 -1.563 4.520
101 F -3.363 3.866 -1.090
102 H 1.050 6.028 0.147
103 H 2.217 3.086 -2.849
104 H 3.640 6.185 -0.346
105 C -2.407 1.845 4.620
106 H -0.774 2.580 -4.256
107 O 2.281 -1.238 6.002
108 H 3.372 -3.749 -2.585
109 C 3.427 -3.592 -1.497
110 H 3.916 5.310 -1.794
111 H 1.204 4.670 1.232
112 O 0.387 -2.090 1.203
113 H -3.691 -3.479 5.879
114 C -4.317 -2.191 1.065
115 H -2.274 0.251 3.157
116 H -5.046 -1.574 0.534
117 C 1.419 -3.312 -6.600
118 H 0.742 0.139 5.888
119 C 0.706 -6.670 -0.224
120 C -0.914 5.200 3.875
121 H 0.373 -1.454 6.574
122 H -1.892 3.915 -4.503
123 H 5.150 -0.212 -0.108
124 C 0.299 -2.099 -5.065
125 H 3.083 -0.306 4.323
126 O 1.411 -2.572 -4.432
127 H -4.560 4.808 0.204
128 H -1.032 -3.519 -1.948
129 C 4.330 0.640 -7.021
130 H 1.044 -4.331 -6.708
131 C 3.104 4.081 -0.244
132 H 5.055 5.109 -0.460
133 O 0.360 -7.198 -1.225
134 C -3.448 -1.666 4.794
135 O 1.782 4.252 -0.690
136 H -4.173 -0.608 -1.678
137 H -4.237 -1.981 -2.694
138 H 4.135 0.834 -1.146
139 H 2.877 -6.143 1.977
140 H -3.013 5.067 3.426
141 H -1.293 -5.071 -2.735
142 F 1.236 -7.027 2.689
143 C -4.111 -3.473 0.302
144 H -2.672 2.893 1.108
145 C -3.240 -2.496 6.037
146 H -2.662 -1.376 -2.076
147 H 1.672 -4.315 0.891
148 C -3.757 2.932 1.062
149 C -2.908 0.557 4.007
150 H -1.755 3.171 -2.898
151 H -3.765 -2.087 6.902
152 C -2.843 1.980 -4.304
153 H -0.768 4.807 -1.151
154 C -0.138 -1.290 0.500
155 C -5.300 1.783 -0.129
156 H 1.399 4.002 3.629
157 O 0.198 -1.143 -0.810
158 H 1.096 -1.145 3.597

Here is 2 unconnected molecules or ions with the total composition C2H11N2 in a non-equilibrium geometry from the Open Molecules 2025 dataset. Energies are from ωB97M-V/def2-TZVPD.

Values from the calculation:
- HOMO-LUMO gap: 11.505 eV
- ΔE to the lowest compared entry with this formula, charge and spin: 12.0 kcal per mole
- LUMO: -3.38 eV
- Total charge: +1
- Highest occupied orbital energy: -14.881 eV

Element x y z (Å)
1 H 1.505 -2.587 -1.063
2 C -0.827 0.839 0.313
3 H 0.697 -2.084 -2.354
4 N 0.614 -2.189 -1.348
5 H 0.971 1.498 -0.634
6 H -0.971 0.445 2.406
7 N 0.430 0.643 -0.513
8 H -0.760 2.189 2.051
9 H -1.404 -0.070 0.188
10 H 0.566 1.084 2.016
11 H -1.366 1.670 -0.130
12 C -0.494 1.185 1.763
13 H -0.076 -2.905 -1.145
14 H 0.128 0.377 -1.451
15 H 0.988 -0.096 -0.097

Here is a single C4H8N2O molecule in a non-equilibrium geometry from the Open Molecules 2025 dataset. Energies are from ωB97M-V/def2-TZVPD.

Values from the calculation:
- SMILES: N#C[C@@H](N)CCO
- HOMO-LUMO gap: 10.703 eV
- ΔE to the lowest compared entry with this formula, charge and spin: 38.4 kcal per mole
- LUMO: 0.62 eV
- Highest occupied orbital energy: -10.080 eV

Element x y z (Å)
1 O -1.467 1.241 -0.952
2 H -0.105 -2.348 1.724
3 H 0.307 2.346 -0.922
4 H 1.667 0.457 0.040
5 H 0.150 -0.901 2.428
6 H 0.283 0.873 -1.904
7 C 0.266 -1.639 -0.755
8 H -1.145 -0.619 0.379
9 C 0.590 0.564 0.216
10 H -1.843 2.108 -0.767
11 N 0.527 -2.263 -1.700
12 H 0.479 1.144 1.138
13 N 0.401 -1.472 1.624
14 C -0.061 -0.804 0.411
15 C -0.048 1.312 -0.958

Here is a molecular structure, C45H63N5O2P2S3TeTi from the Open Molecules 2025 dataset. Energies are from ωB97M-V/def2-TZVPD.

Values from the calculation:
- <S²>: 2.006
- HOMO-LUMO gap (alpha / beta): 4.288 / 4.977 eV
- ΔE to the lowest compared entry with this formula, charge and spin: 11.4 kcal per mole
- LUMO (alpha / beta): 3.43 / 3.43 eV
- 2S+1: 3
- Total charge: -2
- Highest occupied orbital energy (alpha / beta): -0.857 / -1.546 eV

Element x y z (Å)
1 O 5.196 5.918 4.338
2 H 1.079 -4.006 -5.091
3 C -1.767 2.600 -1.284
4 H 3.586 -2.646 -2.706
5 C -1.513 -0.967 4.800
6 C 0.644 2.923 -2.661
7 H -2.862 -3.964 0.854
8 S 1.100 1.828 0.814
9 H -3.509 -1.305 5.518
10 H -2.469 -2.917 -2.210
11 C -5.828 3.704 1.872
12 H -5.666 4.786 1.798
13 H -2.080 3.406 -1.956
14 S 3.280 -2.219 0.563
15 H 5.552 -1.668 -1.039
16 C 5.748 -1.313 -2.043
17 H -0.527 1.264 -4.452
18 H 7.186 -2.848 -2.437
19 H -2.055 1.930 -3.890
20 H 1.447 2.498 -3.264
21 C -3.999 2.353 4.789
22 H 1.767 -2.643 -5.979
23 C 2.632 -3.539 1.388
24 C 2.384 2.640 1.662
25 P -0.444 1.577 -2.061
26 H 2.889 -0.859 3.775
27 H 0.643 1.489 3.378
28 H -5.092 -0.936 1.415
29 H -4.809 -0.389 -4.091
30 P -3.069 -0.569 -2.338
31 H 3.133 5.760 2.832
32 C 0.797 -0.539 4.140
33 H 5.301 2.083 3.286
34 H -4.571 1.441 4.995
35 H 1.881 1.275 4.621
36 H 1.406 4.543 1.539
37 C 1.933 -0.819 -4.000
38 H 0.503 -4.866 -3.176
39 H -4.228 -2.702 -2.133
40 C 4.356 4.034 3.135
41 H 2.969 -0.519 -3.859
42 C -1.093 -1.304 2.453
43 C -2.848 -1.286 4.659
44 C -0.300 -2.546 0.712
45 C -3.664 -3.229 0.785
46 H -3.390 -2.590 -3.697
47 H -6.182 4.017 4.016
48 H 0.165 1.331 5.073
49 H 1.111 3.405 -1.802
50 C 0.928 -2.750 -2.637
51 H -4.522 1.156 -3.264
52 C -3.319 -1.576 3.393
53 C 4.469 2.661 2.893
54 H -6.434 2.344 3.466
55 C 6.922 -1.561 -4.138
56 N -4.420 2.956 3.548
57 C 1.763 -2.341 -3.842
58 H -2.948 2.085 4.701
59 N 0.712 -2.005 -1.534
60 H 1.615 -0.492 -4.996
61 H -4.394 -3.456 1.568
62 C 6.238 -0.457 -4.630
63 H 6.605 3.411 3.527
64 C -5.824 3.248 3.330
65 N 2.190 -4.450 1.958
66 H -1.123 -0.725 5.783
67 S -2.305 2.031 2.130
68 C 2.273 4.018 1.922
69 H -1.095 -0.965 -3.585
70 C 0.872 0.982 4.316
71 C 3.508 1.976 2.180
72 C 5.042 -0.206 -2.525
73 H 0.074 3.655 -3.242
74 C -0.027 -4.141 -1.158
75 H 1.854 -2.105 3.064
76 H 3.627 0.916 1.997
77 C 1.143 -2.917 -5.124
78 H 6.420 -0.113 -5.643
79 C -4.616 0.077 -3.119
80 C 1.934 -1.040 3.274
81 C -2.476 -1.570 2.287
82 H 0.138 -2.523 -5.295
83 C 5.313 0.207 -3.833
84 H 0.930 -0.987 5.132
85 H 1.970 -0.505 2.327
86 Te 3.630 0.853 -1.338
87 Ti 1.372 -0.534 -0.153
88 H -1.387 3.012 -0.348
89 C -4.277 -0.800 0.699
90 H -4.368 -1.807 3.251
91 H -3.912 0.223 0.783
92 H -4.304 3.130 0.449
93 H -6.754 3.448 1.359
94 N -4.701 2.949 1.357
95 C 6.669 -1.983 -2.838
96 O 6.587 4.228 4.040
97 H -4.157 -3.360 -0.182
98 C -3.141 -1.798 0.931
99 C 3.151 -2.975 -3.650
100 H -2.619 1.959 -1.047
101 H -4.693 -0.936 -0.304
102 H 3.827 -2.678 -4.458
103 H -5.472 -0.098 -2.465
104 H 1.365 -0.270 -3.255
105 H 7.637 -2.088 -4.759
106 C 0.130 -2.870 -0.606
107 C -1.891 -0.231 -3.708
108 C -0.615 -0.954 3.730
109 H -2.411 -1.618 0.143
110 H -0.708 -3.406 1.248
111 H 3.077 -4.065 -3.627
112 C 0.446 -4.061 -2.460
113 C -1.291 1.173 -3.676
114 C -3.805 2.650 2.358
115 H -0.426 -5.001 -0.640
116 C 5.367 4.815 3.879
117 C -3.315 -2.366 -2.628
118 H -4.133 3.057 5.613
119 H 4.780 1.063 -4.232
120 H -2.386 -0.438 -4.666
121 C 3.232 4.698 2.643
122 N -0.271 -1.383 1.287